1.
ORCA calculation (ωB97M-V/def2-TZVPD) on a 3-piece molecular cluster, C5H17NO2 overall.

Geometry as XYZ:
```
25
Properties=species:S:1:pos:R:3:forces:R:3:nbo_charge:R:1
C 0.413628 -1.876817 -2.110536 0.9 -0.7 1.5 -0.610
C 0.667083 -1.845087 -0.568854 -0.8 1.4 0.0 -0.418
C 1.255566 -0.483486 -0.096117 0.6 -0.5 0.4 -0.204
N 0.324249 0.540577 0.277103 0.1 0.3 0.2 -0.688
C -0.057514 1.640899 -0.639940 1.2 -1.4 0.9 -0.210
C -1.582351 1.664377 -0.783021 1.3 1.0 0.8 -0.631
H 0.314331 -0.861416 -2.438566 0.1 0.6 -0.4 0.204
H 1.277280 -2.369528 -2.566932 -0.4 0.2 -0.4 0.210
H -0.524840 -2.363280 -2.340056 0.0 -0.4 -0.2 0.210
H 1.288766 -2.602453 -0.086548 -0.1 -0.5 -0.8 0.203
H -0.331786 -1.891685 -0.116798 0.2 -0.2 0.3 0.184
H 1.959072 -0.692574 0.734885 -0.4 0.0 0.0 0.173
H 1.924238 -0.052660 -0.835806 0.0 0.0 -0.4 0.187
H -0.399085 0.248324 0.914155 -0.2 -0.1 -0.2 0.373
H 0.573954 1.493749 -1.526916 -0.8 -0.1 -0.4 0.182
H 0.429052 2.511544 -0.203728 -0.9 0.7 0.0 0.189
H -1.857812 2.702873 -0.966380 -0.5 -0.3 -1.1 0.221
H -1.974181 1.557652 0.224622 -0.1 -0.5 0.2 0.212
H -1.926772 0.839067 -1.407255 -0.3 0.6 -0.2 0.217
O 0.523458 2.802896 2.482840 0.8 0.4 0.0 -0.956
H 0.806016 1.967009 2.078204 -0.1 0.1 -0.2 0.484
H 1.307566 3.389995 2.426450 -0.8 -0.6 0.1 0.466
O -1.846471 -1.983592 2.424344 0.2 0.1 0.1 -0.930
H -1.191339 -2.404460 1.867037 0.0 -0.2 -0.5 0.464
H -1.372103 -1.931936 3.257802 -0.2 0.2 0.3 0.467
```
Positions in Å, forces in eV/Å.

As for the maximum force: 1.98 eV/A. For the orbital gap, the calculation gives 0.3329 hartree. Its net charge is 0. The SMILES is CCCNCC.O.O. The electronic energy comes out at -405.891863 Ha. The calculation puts the energy above the lowest of the compared OMol25 structures with the same formula, charge and spin at 1.376 eV.



2.
ORCA calculation (ωB97M-V/def2-TZVPD) on a 8-piece molecular cluster, C18H52O8 overall.

Geometry as XYZ:
```
78
Properties=species:S:1:pos:R:3:forces:R:3:mulliken_charge:R:1
C -22.622605 -2.978106 2.716333 -2.3 -0.1 -0.4 -1.133
C -22.866063 -1.817014 1.728793 0.4 -2.2 0.3 0.484
C -21.514209 -1.279472 1.344907 -1.1 0.0 -3.5 -0.826
O -23.564024 -2.367075 0.602147 -0.8 1.8 -0.1 -0.583
H -21.864176 -3.661425 2.377214 0.6 -0.1 -0.1 0.426
H -23.555608 -3.598160 2.862996 0.8 0.8 -0.1 0.337
H -22.393417 -2.536012 3.648780 0.6 0.1 1.3 0.097
H -23.480927 -1.040305 2.218130 0.0 -0.4 -0.5 0.261
H -21.017255 -0.877737 2.158132 1.3 0.7 1.6 0.237
H -21.641988 -0.490940 0.561700 0.1 -0.3 0.8 0.060
H -20.934497 -2.055432 0.798447 -0.1 0.3 0.8 0.274
H -23.298800 -3.249459 0.381540 0.5 -0.6 0.2 0.333
C -17.473839 2.828257 4.698150 -0.2 -0.8 0.3 -1.056
C -18.968353 3.022168 4.960402 -0.2 -0.8 1.8 0.711
C -19.631401 4.121798 4.193955 1.3 -0.7 -0.8 -1.531
O -19.547993 1.729409 4.702168 -0.5 -0.2 -0.4 -0.354
H -17.262381 2.696737 3.655959 -0.4 -0.7 -1.0 0.408
H -17.122430 1.884372 5.240550 -0.1 1.7 -0.5 0.002
H -16.895097 3.741354 4.807627 0.1 0.0 1.2 0.438
H -19.125947 3.198746 6.056152 0.3 0.1 -0.6 0.015
H -19.481400 3.884739 3.140358 -0.1 0.4 -0.2 0.233
H -19.120188 5.009746 4.482412 0.5 1.0 -0.2 0.424
H -20.652692 4.306207 4.382150 -1.3 -0.3 0.4 0.459
H -20.515491 1.742844 4.781044 0.4 0.3 0.1 0.093
C -19.687364 -1.344034 12.640110 -0.9 0.3 -0.7 -0.958
C -20.384950 -1.945371 11.395512 0.0 -0.4 0.9 -0.266
O -21.173541 -0.996067 10.693578 1.3 1.1 -0.6 -0.545
H -18.667408 -1.034317 12.470700 0.3 0.0 0.0 0.208
H -19.783623 -2.016992 13.494738 0.3 0.0 -0.1 0.352
H -20.307280 -0.461279 12.853101 0.3 -0.1 0.3 0.278
H -21.097889 -2.630211 11.824362 -0.4 -0.5 -0.2 0.371
H -19.737278 -2.512095 10.717232 0.1 0.2 0.1 0.239
H -20.523112 -0.286707 10.445036 -0.8 -0.6 0.1 0.285
C -15.572363 -1.448389 4.457460 -0.4 -0.2 -0.8 -0.980
C -15.111115 -0.254645 5.235236 1.7 0.7 0.2 -0.164
O -15.893673 0.072522 6.392653 -0.4 -0.7 -0.6 -0.511
H -15.011492 -1.715390 3.537495 0.2 0.2 0.9 0.390
H -16.571957 -1.354894 4.127441 -1.3 0.8 -0.7 0.116
H -15.720067 -2.274571 5.112717 0.7 -1.0 0.6 0.350
H -14.996849 0.659131 4.586957 -0.3 -0.7 0.5 0.184
H -14.066083 -0.526760 5.570283 -0.9 0.6 0.0 0.281
H -16.770400 -0.381889 6.330570 0.7 0.4 -0.2 0.363
C -19.809846 -2.675975 6.349552 -0.4 0.0 1.8 -0.981
C -19.351896 -1.814242 5.224289 1.7 0.4 -0.5 0.151
O -18.512568 -0.706643 5.641531 0.3 -2.3 0.8 -0.114
H -20.371872 -2.071440 7.102503 0.7 -0.3 -0.4 0.010
H -19.013491 -3.280410 6.872612 -0.7 0.8 -0.7 0.312
H -20.582242 -3.339334 5.991672 -0.1 -0.6 -0.3 0.426
H -20.164906 -1.416452 4.630235 -0.4 0.1 0.0 -0.038
H -18.724347 -2.391240 4.530422 -0.2 -0.1 0.0 0.298
H -18.936927 0.079372 5.379970 -0.8 2.0 -0.5 0.107
C -23.715757 -0.163058 6.354492 1.3 0.1 0.9 -0.914
C -23.204531 -0.353536 7.772388 -0.6 0.7 0.9 -0.305
O -21.796416 -0.393092 7.897193 0.0 0.2 -1.1 -0.448
H -23.245815 0.747970 5.989920 0.0 0.1 -0.3 0.193
H -24.779677 -0.018783 6.372538 -0.5 -0.1 -0.1 0.417
H -23.409757 -1.001965 5.762110 -0.1 -0.4 -0.7 0.116
H -23.618649 -1.218759 8.277877 -0.3 -0.4 -0.2 0.385
H -23.581708 0.507001 8.337841 0.0 0.1 0.2 0.267
H -21.603046 -0.888554 8.691722 0.2 -0.1 0.6 0.294
C -19.791212 2.039130 -0.993059 0.5 0.3 0.3 -0.802
C -18.672649 1.227547 -0.359551 0.8 0.6 -0.8 -0.368
O -18.939111 0.949402 0.957004 -0.5 -0.3 2.3 -0.323
H -20.715330 1.474631 -0.887686 -0.1 0.1 0.0 0.153
H -19.608967 2.222549 -2.059656 0.0 0.2 0.3 0.355
H -19.858628 2.977847 -0.405170 -0.2 -0.3 -0.6 0.225
H -17.665691 1.696710 -0.407430 -0.5 0.0 -0.5 0.353
H -18.601477 0.249282 -0.781495 0.2 -0.6 -0.9 0.236
H -18.665888 1.673926 1.525829 -0.1 0.0 0.1 0.178
C -17.871185 2.577658 8.869438 -1.3 -0.2 -0.9 -1.003
C -17.891325 1.066588 8.973938 0.0 0.0 -0.9 0.080
O -18.429587 0.437096 10.113518 -0.8 1.3 1.8 -0.432
H -17.522752 3.158825 9.726896 0.5 -0.2 -0.2 0.395
H -18.935926 2.803095 8.751864 0.0 0.7 0.0 0.326
H -17.378919 2.802136 7.878265 -0.2 0.1 1.3 0.179
H -16.921809 0.697591 8.867775 1.8 -0.6 -0.3 0.307
H -18.451807 0.700735 8.114996 -0.1 -0.1 -0.1 -0.119
H -18.332594 1.081785 10.855189 -0.1 -0.9 -0.7 0.283
```
Positions in Å, forces in eV/Å.

As for the maximum force: 3.64 eV/A. For the orbital gap, the calculation gives 0.3733 hartree. Its net charge is 0. The SMILES is CC(C)O.CC(C)O.CCO.CCO.CCO.CCO.CCO.CCO. The electronic energy comes out at -1318.804019 Ha. The calculation puts the energy above the lowest of the compared OMol25 structures with the same formula, charge and spin at 3.485 eV.



Which of these has the highest maximum force?
C18H52O8



What is the orbital gap in the second record?
0.3733 hartree



Look up the maximum force of the first one.
1.98 eV/A



The lowest electronic energy belongs to which entry?
C18H52O8